The following is a DFT calculation (ωB97M-V/def2-TZVPD) of a 2-piece molecular cluster, C5H11BrN4 overall at a distorted geometry.

Element x y z (Å)
C (-0.8275, -0.3136, 0.5440)
C (-0.2203, -0.8533, -1.5721)
C (0.2113, 0.7333, 0.0795)
C (1.5202, 0.6681, 1.0238)
C (-0.3775, 2.1226, -0.0137)
N (0.5909, 0.1694, -1.2972)
N (-0.8740, -1.1867, -0.3633)
N (-0.2541, -1.6527, -2.6155)
N (-0.7326, -0.7561, 2.7046)
Br (-0.8848, -2.4585, 3.1880)
H (2.1676, 1.5337, 0.7805)
H (1.9618, -0.2999, 1.0049)
H (1.0770, 0.8277, 2.0248)
H (-1.2782, 2.0568, 0.4529)
H (-0.4570, 2.2511, -1.1379)
H (0.4531, 2.7542, 0.4427)
H (1.3355, 0.4779, -1.8128)
H (-1.3325, -2.0993, -0.2364)
H (0.3297, -1.4064, -3.3543)
H (-0.8778, -2.4183, -2.8720)
H (-1.5311, -0.1498, 3.0295)

- net charge = +2

The following is a DFT calculation (ωB97M-V/def2-TZVPD) of a 2-piece molecular cluster, C5H11BrNS overall at a distorted geometry.

Element x y z (Å)
C (3.8228, -0.6701, -0.0489)
C (-2.1551, -0.3706, -0.9099)
C (-0.5583, 1.0066, 1.3174)
C (0.2751, -1.0891, 0.4883)
C (-0.8476, 0.3869, -1.0628)
N (0.0087, 0.2755, 0.1687)
S (5.1020, -1.5613, 0.0436)
Br (3.3892, 1.0988, -0.1740)
H (-1.9626, -1.4088, -0.6414)
H (-2.8021, 0.0786, -0.1599)
H (-2.6872, -0.3540, -1.8547)
H (-1.4560, 0.5041, 1.6709)
H (0.1672, 1.0347, 2.1285)
H (-0.8053, 2.0266, 1.0295)
H (0.2331, -1.4066, 1.5073)
H (0.6769, -1.7166, -0.2796)
H (-1.0305, 1.4441, -1.2585)
H (-0.2766, -0.0321, -1.8931)
H (0.9061, 0.7532, -0.0714)

- net charge = +1

The following is a DFT calculation (ωB97M-V/def2-TZVPD) of a 2-piece molecular cluster, C5H11BrO2 overall at a distorted geometry.

Element x y z (Å)
C (0.6228, 1.0922, -0.8255)
C (0.6670, -0.0169, 0.2922)
C (1.9491, 0.2587, 1.1257)
C (0.5513, -1.3472, -0.4186)
O (-0.4669, 0.1296, 1.0880)
H (0.4637, 2.0618, -0.3999)
H (1.7002, 1.1298, -1.2677)
H (-0.1191, 0.8645, -1.4656)
H (2.1466, -0.5715, 1.8146)
H (1.6307, 1.1112, 1.6001)
H (2.8017, 0.3756, 0.3727)
H (0.7167, -2.2403, 0.2942)
H (-0.5138, -1.4688, -0.7881)
H (1.2614, -1.5712, -1.3223)
H (-0.2364, -0.2718, 1.9941)
O (-2.9009, 0.6072, -1.6814)
C (-3.1642, 0.0279, -0.6606)
Br (-4.6127, 0.5034, 0.3879)
H (-2.4972, -0.6742, -0.1398)

- SMILES = CC(C)(C)O.O=CBr
- net charge = 0

The following is a DFT calculation (ωB97M-V/def2-TZVPD) of one molecule with the formula C5H11BrS at a distorted geometry.

Element x y z (Å)
C (2.2944, 1.8536, -0.3206)
S (1.7551, 0.3667, 0.5927)
C (0.0033, 0.6982, 0.8316)
C (-1.0559, -0.5402, -0.0241)
C (-0.4632, -0.8395, -1.3707)
C (-1.2720, -1.7269, 0.9343)
Br (-2.7814, 0.3848, 0.0479)
H (3.3050, 1.5956, -0.5008)
H (2.2161, 2.6320, 0.5121)
H (1.5725, 2.1844, -1.1464)
H (-0.1487, 0.5099, 1.9234)
H (-0.3167, 1.5880, 0.2751)
H (-0.8496, -0.1421, -2.1789)
H (0.5386, -0.7681, -1.4311)
H (-0.7655, -1.8425, -1.7253)
H (-1.4704, -1.2468, 1.8824)
H (-0.4641, -2.4630, 1.0172)
H (-2.0974, -2.2440, 0.6812)

- SMILES = CSCC(C)(C)Br
- net charge = 0

The following is a DFT calculation (ωB97M-V/def2-TZVPD) of one molecule with the formula C5H11Cl2NO2Si at a distorted geometry.

Element x y z (Å)
C (3.2174, -2.2727, 0.5415)
C (2.7467, -0.9834, -0.0459)
C (1.2281, -1.2507, -0.2792)
N (0.3866, -0.4595, 0.1919)
O (0.4169, 0.4851, 0.9582)
O (-1.0245, -0.6705, -0.4811)
Si (-2.4153, -0.0640, 0.1296)
Cl (-2.2772, -0.3696, 2.1653)
Cl (-3.7013, -1.1513, -0.9816)
C (-2.8994, 1.7802, -0.1986)
C (-1.6483, 2.8061, -0.5588)
H (2.5790, -3.1102, 0.1132)
H (4.2380, -2.4344, 0.4291)
H (3.0553, -2.2854, 1.5952)
H (3.0044, -0.8539, -1.0640)
H (2.9691, -0.1277, 0.5041)
H (0.9162, -2.1383, -0.8140)
H (-3.6009, 1.7786, -1.0972)
H (-3.3378, 2.3090, 0.6470)
H (-1.8919, 3.5837, -1.1880)
H (-1.2299, 3.1907, 0.3187)
H (-0.7312, 2.2381, -0.8851)

- SMILES = CC/C=[N+](\[O-])O[Si](Cl)(Cl)CC
- net charge = 0

The following is a DFT calculation (ωB97M-V/def2-TZVPD) of C5H11ClF3GdTc as an isolated structure at a distorted geometry.

Element x y z (Å)
Gd (-0.1081, 0.6980, 0.9010)
Cl (-1.3103, 2.7296, 0.2046)
C (-1.9042, -0.3268, 1.7906)
H (-1.6752, -0.8476, 2.7493)
H (-2.1831, -1.1084, 1.0487)
H (-2.7892, 0.3186, 1.9925)
Tc (0.9375, -1.1688, -2.1546)
C (2.3776, 0.3238, -2.0335)
C (-0.7184, -0.4142, -3.1516)
C (0.4563, -2.0593, -0.4994)
H (-1.4886, -1.1780, -3.3678)
H (-1.2611, 0.4115, -2.6608)
H (-0.4389, -0.0207, -4.1482)
H (3.3270, -0.0570, -1.6264)
H (2.6420, 0.6900, -3.0412)
H (2.1619, 1.2412, -1.4592)
H (-0.5337, -2.4266, -0.0927)
H (1.1559, -2.2955, 0.3297)
F (-0.5597, 2.2805, 3.9466)
C (0.2082, 1.2487, 3.4204)
F (1.5252, 1.7083, 3.4567)
F (0.1792, 0.2528, 4.3954)

- spin multiplicity = 11
- net charge = 0

The following is a DFT calculation (ωB97M-V/def2-TZVPD) of a 2-piece molecular cluster, C5H11ClN overall at a distorted geometry.

Element x y z (Å)
C (2.3343, -1.5986, -0.0275)
C (2.7630, -0.5702, 0.6249)
C (-2.1275, -0.2262, -1.0061)
C (-1.4534, -0.3658, 0.2609)
C (-0.6925, 0.6099, 0.8415)
N (-0.4511, 1.9003, 0.1453)
Cl (1.9969, 0.8037, -0.0280)
H (1.2714, -1.6498, -0.4575)
H (2.7083, -2.6468, 0.1857)
H (-3.1614, 0.1580, -1.1442)
H (-2.4583, -1.3280, -1.1990)
H (-1.6552, 0.1892, -1.8472)
H (-1.6782, -1.3179, 0.6862)
H (3.8478, -1.0169, 1.0843)
H (-0.3101, 0.5127, 1.8303)
H (-0.7567, 1.8563, -0.8185)
H (0.7052, 2.1222, 0.1296)
H (-0.8825, 2.5678, 0.7394)

- net charge = +1

The following is a DFT calculation (ωB97M-V/def2-TZVPD) of a 2-piece molecular cluster, C5H11ClN2O7 overall at a distorted geometry.

Element x y z (Å)
O (-3.6610, 3.1134, 0.3431)
N (-2.6390, 3.0541, -0.2251)
O (-1.9077, 1.9641, 0.2318)
C (-1.1649, 1.3706, -0.8289)
C (-1.5228, -0.1228, -1.0074)
C (-0.3677, -0.9558, -1.6172)
O (0.8024, -0.9825, -0.8539)
C (0.6098, -0.9353, 0.5559)
C (-0.7945, -1.3366, 1.0743)
N (-1.9387, -0.8020, 0.2552)
H (-1.3522, 1.8693, -1.7899)
H (-0.0786, 1.4310, -0.6492)
H (-2.3690, -0.2248, -1.7065)
H (-0.7306, -1.9628, -1.9051)
H (-0.1144, -0.4640, -2.5714)
H (1.3157, -1.6569, 0.9913)
H (0.9175, 0.0333, 0.9807)
H (-0.9038, -2.4160, 1.2441)
H (-0.8891, -0.8917, 2.0766)
H (-2.5572, -0.2426, 0.8453)
H (-2.5008, -1.6053, -0.0219)
O (3.6549, 1.3355, 0.1290)
Cl (4.3781, 0.3551, 0.9149)
O (5.3112, -0.3551, 0.0729)
O (3.4216, -0.5851, 1.4709)
O (5.0809, 1.0129, 1.9904)

- net charge = 0

The following is a DFT calculation (ωB97M-V/def2-TZVPD) of C5H11ClNORhTb as an isolated structure at a distorted geometry.

Element x y z (Å)
Tb (0.3760, -0.7007, 1.3667)
Cl (-0.3067, 1.7054, 0.6948)
C (-1.7803, -1.0998, 2.0489)
H (-1.6672, -1.7756, 2.9214)
H (-2.5939, -1.5217, 1.4386)
H (-2.1687, -0.1457, 2.4661)
Rh (0.2915, 0.5220, -1.2534)
C (-1.4630, 0.4903, -2.2970)
C (2.2112, 1.0298, -1.5737)
C (0.7032, -0.9266, -2.2424)
H (2.8072, 0.5778, -0.7651)
H (2.6031, 0.7045, -2.5562)
H (2.2447, 2.1360, -1.5045)
H (-2.1343, -0.1499, -1.7008)
H (-1.8489, 1.5310, -2.3118)
H (-1.3859, 0.0920, -3.3282)
H (-0.0896, -1.5271, -2.7059)
H (1.7496, -1.2306, -2.3783)
O (0.7210, 0.2113, 5.7473)
C (0.8123, 0.1311, 4.5655)
N (0.9189, -0.0535, 3.3679)

- spin multiplicity = 11
- net charge = -1

The following is a DFT calculation (ωB97M-V/def2-TZVPD) of a 2-piece molecular cluster, C5H11ClS overall at a distorted geometry.

Element x y z (Å)
C (-1.3479, 2.9202, 2.9873)
C (-0.3649, 2.3650, 2.2968)
Cl (-0.5378, 1.8489, 0.6509)
H (-2.3317, 3.0880, 2.5616)
H (-1.1769, 3.2231, 4.0166)
H (0.6255, 2.1840, 2.6942)
C (0.1424, -1.8372, -2.6689)
C (-0.0610, -2.3006, -1.2314)
S (1.2865, -1.8670, -0.0986)
C (1.0989, -0.0716, -0.0438)
H (0.1925, -0.7465, -2.7369)
H (-0.6917, -2.1675, -3.2968)
H (1.0702, -2.2426, -3.0807)
H (-0.1251, -3.3909, -1.1889)
H (-1.0050, -1.9152, -0.8243)
H (0.0931, 0.2081, 0.2687)
H (1.3254, 0.3962, -1.0050)
H (1.8073, 0.3057, 0.6992)

- SMILES = C=CCl.CCSC
- net charge = 0

The following is a DFT calculation (ωB97M-V/def2-TZVPD) of C5H11ClSi as an isolated structure at a distorted geometry.

Element x y z (Å)
C (-0.9773, -1.8809, -1.8318)
C (-0.3344, -0.6979, -1.6808)
C (0.4342, -0.7289, 1.6900)
C (1.4072, 1.8743, 0.3853)
C (-1.0889, 0.4534, -0.5638)
Si (-0.0625, 0.8764, 0.9331)
Cl (-2.5528, -0.1033, 0.0691)
H (-0.3331, -2.7666, -2.1598)
H (-2.0056, -2.1389, -1.6039)
H (0.6303, -0.5535, -2.1586)
H (1.0455, -1.3290, 0.9315)
H (1.0522, -0.6982, 2.4930)
H (-0.4647, -1.4062, 1.9649)
H (2.2061, 1.1580, 0.4075)
H (1.3531, 2.0765, -0.6771)
H (1.7709, 2.8064, 0.8898)
H (-1.3075, 1.3863, -1.0715)
H (-0.7729, 1.6719, 1.9833)

- spin multiplicity = 3
- net charge = 0

The following is a DFT calculation (ωB97M-V/def2-TZVPD) of C5H11CrMgO4 as an isolated structure at a distorted geometry.

Element x y z (Å)
O (1.4008, -0.4808, 0.6144)
C (1.0867, -1.8179, 0.8684)
C (0.1279, -2.4224, -0.1528)
O (-1.1674, -1.8716, -0.1366)
C (-1.3988, -0.7191, -0.9893)
C (-2.4336, 0.1504, -0.3353)
O (-1.7203, 1.1333, 0.4725)
C (-2.5173, 2.0921, 1.1289)
Cr (0.1193, 0.6863, -0.3307)
H (0.6325, -1.9239, 1.8727)
H (1.9984, -2.4456, 0.8731)
H (0.0262, -3.4980, 0.0672)
H (0.5641, -2.3260, -1.1639)
H (-1.7805, -1.0710, -1.9614)
H (-3.1240, -0.3836, 0.3423)
H (-3.0205, 0.7004, -1.0890)
H (-1.8491, 2.7691, 1.6721)
H (-3.1115, 2.6672, 0.4008)
H (-3.1999, 1.5990, 1.8379)
Mg (2.9578, 0.6923, 0.3778)
O (1.7351, 1.7162, -0.8013)
H (1.9101, 2.3150, -1.5531)

- spin multiplicity = 6
- net charge = 0

The following is a DFT calculation (ωB97M-V/def2-TZVPD) of C5H11CsO4 as an isolated structure at a distorted geometry.

Element x y z (Å)
O (1.2837, 1.9781, 0.8762)
Cs (-1.2163, -1.0111, 1.9667)
O (1.0514, 0.1215, 3.4524)
C (2.3371, 0.5365, 3.1912)
C (1.5543, 0.8663, 0.3792)
O (0.6267, 0.1153, -0.2580)
C (0.1569, 0.5649, -1.5346)
C (-0.8912, -0.4182, -1.9912)
O (-1.8572, -0.5454, -0.9652)
C (-3.0003, -1.2855, -1.3483)
H (2.9106, 0.0614, 4.0267)
H (2.1852, 1.6791, 2.6258)
H (2.5679, 0.5497, 0.0873)
H (3.2794, 0.4823, 2.6008)
H (0.9883, 0.6027, -2.2502)
H (-0.2731, 1.5687, -1.4199)
H (-0.4426, -1.4023, -2.2073)
H (-1.3546, -0.0396, -2.9165)
H (-3.6649, -1.3405, -0.4790)
H (-3.5232, -0.7806, -2.1749)
H (-2.7181, -2.3031, -1.6611)

- net charge = 0

What are the DFT total energy values for these records? In order: -2989.33784, -3223.66541, -2921.55682, -3169.24554, -1612.22014, -1803.04406, -711.63459, -1293.03368, -1722.21406, -1055.40923, -946.58055, -1742.58613, -518.00904 hartree.